Density functional theory data (ωB97M-V/def2-TZVPD) for C6H7N in the gas phase at a distorted geometry.

Largest force on an atom: 1.45 eV Å⁻¹
Energy above the lowest of the compared OMol25 structures with the same formula, charge and spin: 116.6 kcal/mol
Total energy: -7820.590 eV
HOMO-LUMO gap: 7.46 eV
Lowest unoccupied orbital energy: -1.20 eV

The geometry in ORCA input format:
```
! wB97M-V def2-TZVPD RIJCOSX def2/J DEFGRID3
* xyz 0 1
N -2.8296 -0.4442 -0.6163
C 0.3532 1.7897 0.9973
C 1.9498 -0.1935 -0.8031
C 0.6331 -0.4028 -0.2731
C 0.1512 0.3687 0.7420
C -0.3889 -1.4468 -0.6724
C -1.7682 -0.9117 -0.6465
H -0.3681 -2.3036 -0.0019
H -0.2178 -1.7530 -1.6985
H 0.3954 1.9247 2.0752
H -0.6293 -0.0672 1.3712
H -0.5885 2.2624 0.6617
H 1.1836 2.1852 0.4204
H 2.1242 -1.0080 -1.5559
*
```


Density functional theory data (ωB97M-V/def2-TZVPD) for C6H7N in the gas phase at a distorted geometry.

Largest force on an atom: 3.94 eV Å⁻¹
Energy above the lowest of the compared OMol25 structures with the same formula, charge and spin: 132.0 kcal/mol
Total energy: -7819.923 eV
HOMO-LUMO gap: 8.16 eV
Lowest unoccupied orbital energy: 0.38 eV

The geometry in ORCA input format:
```
! wB97M-V def2-TZVPD RIJCOSX def2/J DEFGRID3
* xyz 0 1
N -1.9298 -0.4544 0.0700
C 0.3911 -2.6267 0.1210
C 1.6141 0.8816 0.0934
C 0.4875 -1.4759 -0.1730
C -0.8320 0.4028 0.0503
C 0.4235 -0.0738 -0.0673
C -3.2364 -0.1825 0.0544
H -0.9323 1.4276 0.1054
H 0.5052 -3.7231 0.1869
H 1.3235 1.6056 0.7671
H 1.9239 1.2254 -0.9682
H -1.5912 -1.4035 -0.1866
H 2.3712 0.2961 0.6324
H -3.6638 0.8391 0.1159
*
```


Density functional theory data (ωB97M-V/def2-TZVPD) for a molecular structure, C6H7N at a distorted geometry.

Largest force on an atom: 4.61 eV Å⁻¹
Energy above the lowest of the compared OMol25 structures with the same formula, charge and spin: 143.5 kcal/mol
Total energy: -7819.425 eV
HOMO-LUMO gap: 10.78 eV
Lowest unoccupied orbital energy: 0.77 eV

The geometry in ORCA input format:
```
! wB97M-V def2-TZVPD RIJCOSX def2/J DEFGRID3
* xyz 0 1
N -0.0970 0.4991 1.7503
C 0.5802 -0.4134 2.3532
C -1.3119 -0.3837 -0.3584
C 0.0454 -0.1284 0.3618
C 0.8254 -1.1890 1.0363
C 1.0084 0.5863 -0.6011
C 1.7281 -1.8523 1.6619
H 2.0333 0.7138 -0.2371
H -2.0611 -0.1107 0.3794
H -1.3373 -1.4944 -0.6208
H -1.3420 0.3543 -1.0615
H 0.9010 0.2285 -1.6000
H 0.8738 -0.5018 3.3882
H 0.5115 1.6182 -0.6702
*
```


Density functional theory data (ωB97M-V/def2-TZVPD) for C6H7N in the gas phase at a distorted geometry.

Largest force on an atom: 2.96 eV Å⁻¹
Energy above the lowest of the compared OMol25 structures with the same formula, charge and spin: 24.3 kcal/mol
Total energy: -7824.593 eV
HOMO-LUMO gap: 8.71 eV
Lowest unoccupied orbital energy: 1.08 eV

The geometry in ORCA input format:
```
! wB97M-V def2-TZVPD RIJCOSX def2/J DEFGRID3
* xyz 0 1
N 0.1295 1.3418 -1.8613
C -0.0581 1.0733 0.5624
C -0.3639 -1.1264 1.4013
C 0.6845 -0.7606 -0.7307
C 0.1953 0.5855 -0.7344
C -0.7069 0.2218 1.4790
C 0.2956 -1.6114 0.2627
H 1.2970 -1.0840 -1.5683
H -1.2176 0.5243 2.3888
H -0.0937 2.1579 0.6524
H 0.4993 -2.7003 0.3359
H -0.4883 -1.7295 2.2985
H 0.2091 0.9097 -2.7614
H -0.3818 2.1979 -1.7250
*
```


Density functional theory data (ωB97M-V/def2-TZVPD) for C6H7N in the gas phase at a distorted geometry.

Largest force on an atom: 5.04 eV Å⁻¹
Energy above the lowest of the compared OMol25 structures with the same formula, charge and spin: 89.3 kcal/mol
Total energy: -7821.773 eV
HOMO-LUMO gap: 11.36 eV
Lowest unoccupied orbital energy: 0.92 eV

The geometry in ORCA input format:
```
! wB97M-V def2-TZVPD RIJCOSX def2/J DEFGRID3
* xyz 0 1
N 2.8850 0.7477 0.2212
C 0.2203 -1.4543 -0.9766
C 0.5545 -0.2328 -0.1134
C -0.4105 1.3025 -0.3265
C 1.8296 0.3064 0.1248
C -0.0752 -1.4528 0.5060
C -1.1572 1.8270 0.6051
H -0.7704 -1.6772 -1.5328
H -0.4088 1.8510 -1.3167
H -1.7850 2.6663 0.3739
H -1.2768 1.4482 1.6845
H -1.0610 -1.1762 0.8739
H 0.9343 -2.2275 -1.4400
H 0.5214 -1.9284 1.3164
*
```


Density functional theory data (ωB97M-V/def2-TZVPD) for C6H7N in the gas phase.

Largest force on an atom: 0.51 eV Å⁻¹
Energy above the lowest of the compared OMol25 structures with the same formula, charge and spin: 112.7 kcal/mol
Total energy: -7820.761 eV
HOMO-LUMO gap: 9.68 eV
Lowest unoccupied orbital energy: 1.20 eV

The geometry in ORCA input format:
```
! wB97M-V def2-TZVPD RIJCOSX def2/J DEFGRID3
* xyz 0 1
N -0.1652 -0.8316 1.0093
C 1.9851 0.0707 -0.1618
C 0.5044 0.0185 -0.0163
C -0.6763 -0.1302 -1.0046
C -1.3342 -0.9603 0.0535
C -0.3835 0.6527 0.9735
C -1.5923 0.5095 0.0416
H 2.3542 -0.7711 -0.7560
H 2.3026 1.0064 -0.6332
H -2.5382 1.0343 0.0051
H -2.0215 -1.7948 -0.0272
H 2.4405 0.0093 0.8326
H -0.7276 -0.1733 -2.0861
H -0.1517 1.3550 1.7685
*
```


Density functional theory data (ωB97M-V/def2-TZVPD) for C6H7N in the gas phase.

Largest force on an atom: 0.52 eV Å⁻¹
Energy above the lowest of the compared OMol25 structures with the same formula, charge and spin: 112.7 kcal/mol
Total energy: -7820.762 eV
HOMO-LUMO gap: 9.75 eV
Lowest unoccupied orbital energy: 1.20 eV

The geometry in ORCA input format:
```
! wB97M-V def2-TZVPD RIJCOSX def2/J DEFGRID3
* xyz 0 1
N 0.2667 0.6544 1.0917
C -1.2996 -1.3626 0.6552
C -0.2041 0.5444 -1.0329
C 1.2127 -0.2498 0.3767
C 1.2941 0.7129 -0.8238
C 0.3205 1.5866 -0.0932
C -0.2527 -0.4063 0.1854
H -1.6382 -2.0278 -0.1460
H 2.0667 0.9638 -1.5399
H 0.1759 2.6603 -0.0463
H -0.7759 0.6188 -1.9499
H -2.1608 -0.7879 1.0147
H 1.9533 -0.8504 0.8976
H -0.9314 -1.9732 1.4859
*
```


Density functional theory data (ωB97M-V/def2-TZVPD) for 2 unconnected molecules or ions with the total composition C6H7N at a distorted geometry.

Largest force on an atom: 5.10 eV Å⁻¹
Energy above the lowest of the compared OMol25 structures with the same formula, charge and spin: 158.0 kcal/mol
Total energy: -7818.795 eV
HOMO-LUMO gap: 8.90 eV
Lowest unoccupied orbital energy: 0.37 eV

The geometry in ORCA input format:
```
! wB97M-V def2-TZVPD RIJCOSX def2/J DEFGRID3
* xyz 0 1
N 2.8420 -0.7473 0.8312
C 2.0061 -0.2969 -0.0153
C -1.4983 0.8321 0.6122
C -0.7360 0.1015 -0.4621
C -1.7187 -0.6467 0.4095
C 0.6891 0.0159 -0.5846
C 1.7869 0.4329 -1.2635
H -2.2912 1.5565 0.4952
H -2.5028 -1.0722 -0.2197
H 2.3451 0.8161 -2.0925
H -0.9841 1.1400 1.5168
H -1.2117 -1.2109 1.0717
H 2.5796 -1.3342 1.7271
H -1.3059 0.4132 -2.0259
*
```


Copy entry 6 word for word.
Density functional theory data (ωB97M-V/def2-TZVPD) for C6H7N in the gas phase.

Largest force on an atom: 0.51 eV Å⁻¹
Energy above the lowest of the compared OMol25 structures with the same formula, charge and spin: 112.7 kcal/mol
Total energy: -7820.761 eV
HOMO-LUMO gap: 9.68 eV
Lowest unoccupied orbital energy: 1.20 eV

The geometry in ORCA input format:
```
! wB97M-V def2-TZVPD RIJCOSX def2/J DEFGRID3
* xyz 0 1
N -0.1652 -0.8316 1.0093
C 1.9851 0.0707 -0.1618
C 0.5044 0.0185 -0.0163
C -0.6763 -0.1302 -1.0046
C -1.3342 -0.9603 0.0535
C -0.3835 0.6527 0.9735
C -1.5923 0.5095 0.0416
H 2.3542 -0.7711 -0.7560
H 2.3026 1.0064 -0.6332
H -2.5382 1.0343 0.0051
H -2.0215 -1.7948 -0.0272
H 2.4405 0.0093 0.8326
H -0.7276 -0.1733 -2.0861
H -0.1517 1.3550 1.7685
*
```


- What is the HOMO-LUMO gap in the first record?
  7.46 eV


- What is the energy above the lowest of the compared OMol25 structures with the same formula, charge and spin in the fourth record?
  24.3 kcal/mol


- What is the total energy in the sixth record?
  -7820.761 eV